# 1
An isolated molecule of C5H15N3. Source: the OMol25 dataset; level of theory: ωB97M-V with the def2-TZVPD basis set.

Geometry (Å):
N -0.528523 -0.615276 1.922074
C -1.266792 -1.314140 0.862816
C -2.561675 -0.511882 0.659776
C -0.502886 -1.529187 -0.488512
N 0.804297 -0.916823 -0.628891
C 0.845215 0.433919 -1.136875
C 1.580809 1.428223 -0.221571
N 1.615370 2.707683 -0.931208
H -0.037667 -1.296379 2.479741
H 0.242203 -0.084745 1.554874
H -1.648989 -2.259810 1.247512
H -2.354345 0.505618 0.300549
H -3.302664 -0.945340 -0.015245
H -3.036996 -0.325706 1.625687
H -1.198238 -1.122863 -1.221292
H -0.305863 -2.606628 -0.497518
H 1.463161 -1.547515 -1.044022
H -0.119324 0.833957 -1.507092
H 1.320000 0.587934 -2.109920
H 2.578621 1.047941 -0.022853
H 1.104410 1.511485 0.758151
H 0.810133 3.292244 -0.801770
H 2.489718 3.203197 -0.965193

Cartesian forces (eV/Å) of the 6 atoms listed first:
0.1283 -0.7285 0.3417
-0.7347 1.2541 0.1824
-0.1044 0.9019 0.0206
0.1823 -0.3416 1.0630
-0.5857 0.4132 0.3383
0.3189 0.7564 -0.6862

relative energy (zero: lowest compared OMol25 entry of this formula, charge and spin) = 36.20 kcal/mol
F_max = 1.46 eV/A
Kohn-Sham gap = 9.705 eV
HOMO = -8.64 eV
structure (SMILES) = C[C@H](N)CNCCN

***

# 2
A cluster of 8 separate species, C35H77ClF6N3O8S8Si in total. Source: the OMol25 dataset; level of theory: ωB97M-V with the def2-TZVPD basis set.

Geometry (Å):
C -0.654448 2.746765 1.809548
C 0.303142 1.875294 1.366531
N 0.083448 0.506345 1.556874
C -1.193805 0.098542 1.146412
N -2.036115 -0.255875 2.056287
C -3.372627 -0.805705 1.841538
C -3.365729 -2.345706 1.745304
C -4.112885 -3.002194 2.901744
C -3.418305 -2.905341 4.264424
C -2.072171 -3.624576 4.269250
C -1.366769 -3.467812 5.623636
N -1.494102 -0.024685 -0.191510
S -2.582431 1.290600 -0.613149
C -0.290429 -0.009395 -1.106275
C -0.726651 -0.633963 -2.431535
O -0.966582 0.459091 -3.351222
C -1.694292 0.151878 -4.434908
F -1.596996 -1.129743 -4.802369
F -1.309133 0.912620 -5.451078
F -3.004273 0.394914 -4.213625
C 0.988727 -0.623100 -0.516227
Cl 0.964102 -2.434451 -0.769897
Si 2.557834 -0.001285 -1.504249
C 2.912592 1.788742 -1.116823
C 4.028566 -1.115417 -1.190748
C 2.271553 -0.072074 -3.356230
C 1.078658 -0.455102 1.033356
C 2.466776 -0.192430 1.605238
C 2.432909 -0.250011 3.145077
C 2.163395 -1.617570 3.684179
F 1.228003 -1.692005 4.661192
C 2.733454 -2.744247 3.291171
F 3.922715 -2.761130 2.702859
F 2.210954 -3.947321 3.379912
H -0.952187 2.666956 2.852762
H -1.143142 3.477620 1.178767
H 1.284316 2.197314 1.027724
H -1.713120 -0.167126 3.012324
H -3.831676 -0.382852 0.956271
H -3.980370 -0.498319 2.692652
H -3.902597 -2.610762 0.832413
H -2.351240 -2.732279 1.651711
H -4.340052 -4.040301 2.657864
H -5.081006 -2.491435 2.989219
H -3.283282 -1.852957 4.552749
H -4.072766 -3.364661 5.008563
H -2.247411 -4.672039 4.032259
H -1.405400 -3.192044 3.520175
H -2.068014 -3.552770 6.455941
H -0.572725 -4.205403 5.728599
H -0.922055 -2.472548 5.682880
H -3.539870 0.565901 -1.220685
H -0.080967 1.045523 -1.315914
H 0.020624 -1.286749 -2.862332
H -1.673486 -1.155412 -2.287081
H 2.015182 2.398474 -0.993434
H 3.598727 1.881850 -0.274256
H 3.424000 2.176128 -2.002824
H 3.785288 -1.956992 -0.540871
H 4.806994 -0.527767 -0.699256
H 4.425373 -1.492613 -2.130376
H 1.988452 -1.070806 -3.698299
H 3.267335 0.111987 -3.771055
H 1.576635 0.675880 -3.736680
H 0.779740 -1.415349 1.464492
H 3.129816 -0.994444 1.292866
H 2.874728 0.783140 1.349062
H 3.433655 0.058095 3.468665
H 1.748478 0.473448 3.584497
C -3.771695 -6.832979 0.898021
S -2.019034 -6.578889 1.149754
O -1.849615 -5.139774 1.513610
C -1.553251 -6.730589 -0.575673
H -4.267023 -6.739065 1.863405
H -4.153776 -6.088556 0.201671
H -3.939766 -7.832945 0.499137
H -2.098810 -5.990794 -1.161535
H -1.783212 -7.737177 -0.923473
H -0.481929 -6.552466 -0.645356
C -7.878046 1.132822 -6.444206
S -6.824613 0.553463 -5.112517
O -7.687766 0.358027 -3.917608
C -5.936627 2.093783 -4.861634
H -8.542082 0.315444 -6.716173
H -8.461809 1.986675 -6.100765
H -7.261530 1.406258 -7.300341
H -6.648435 2.884451 -4.621110
H -5.374805 2.344644 -5.761501
H -5.247619 1.947675 -4.032185
C 7.273896 3.421084 0.944354
S 6.379030 2.099836 1.758874
O 4.983051 2.145208 1.224868
C 6.341396 2.854564 3.381868
H 7.361247 3.156712 -0.107521
H 6.719431 4.353053 1.049815
H 8.265015 3.511033 1.387980
H 5.858183 3.829461 3.327077
H 7.359250 2.962139 3.755513
H 5.776203 2.199194 4.042340
C 6.663495 0.630229 -5.634994
S 7.143101 0.572142 -3.906853
O 5.883058 0.571497 -3.110890
C 7.805614 2.238766 -3.831465
H 6.182009 -0.315418 -5.874990
H 5.966108 1.453358 -5.790298
H 7.551895 0.755908 -6.253416
H 7.029920 2.951614 -4.110757
H 8.661628 2.318279 -4.501066
H 8.126215 2.419287 -2.807654
C -6.704231 6.077014 -1.737054
S -4.916277 6.189582 -1.598415
O -4.579595 7.622757 -1.431948
C -4.565108 5.761647 -3.308769
H -7.126373 6.353456 -0.773394
H -7.051428 6.767715 -2.505179
H -6.987693 5.052778 -1.981516
H -5.058391 6.469423 -3.974982
H -4.911164 4.745999 -3.505435
H -3.488135 5.815459 -3.454471
C -5.985329 -5.003233 -4.192480
S -5.239905 -4.695169 -2.590998
O -5.192441 -6.003456 -1.877802
C -6.620408 -3.777234 -1.901455
H -5.290501 -5.610575 -4.768422
H -6.923537 -5.540229 -4.056245
H -6.153649 -4.054047 -4.701076
H -7.515014 -4.398859 -1.923211
H -6.773371 -2.862420 -2.475000
H -6.369598 -3.527528 -0.872160
C 7.801721 3.305069 7.242097
S 7.511081 5.077987 7.180178
O 7.415661 5.443264 5.740440
C 9.147511 5.549260 7.747618
H 6.902098 2.810380 6.881305
H 8.648293 3.054119 6.602644
H 7.996402 3.003587 8.271028
H 9.898345 5.141182 7.071258
H 9.298550 5.177873 8.760897
H 9.197120 6.635908 7.744161

Cartesian forces (eV/Å) of the 6 atoms listed first:
0.0561 -0.4023 0.1371
-0.4583 0.5538 0.0983
1.0532 -0.1532 0.4360
-0.1056 -0.1608 0.3580
-0.2114 0.0630 -0.0109
-0.2834 -0.6262 0.2642

F_max = 1.70 eV/A
Kohn-Sham gap = 7.521 eV
charge = +1
HOMO = -10.46 eV

***

# 3
A structure of composition C22H59Be2N5O9. Source: the OMol25 dataset; level of theory: ωB97M-V with the def2-TZVPD basis set.

Geometry (Å):
Be -33.192260 15.916040 4.002550
Be -33.186610 18.662170 6.574750
C -32.260590 17.963690 4.532260
O -32.431240 19.173070 4.757520
O -32.561430 17.192150 5.422050
O -32.078490 17.400960 3.422600
C -36.301520 20.494050 8.871140
C -35.375880 19.737900 7.917720
C -35.002540 20.560870 6.701350
O -34.337720 19.942350 5.645260
C -34.155320 20.756790 4.431850
N -34.114200 19.404000 8.615300
H -35.782630 21.333640 9.333690
H -36.586640 19.706340 9.568510
H -37.212400 20.887320 8.419780
H -35.770270 18.764890 7.624790
H -34.569230 21.543250 6.889160
H -35.930260 20.760010 6.164870
H -33.711570 20.105090 3.679210
H -33.570240 21.667850 4.557330
H -35.063760 21.107260 3.941940
H -33.829030 20.277990 9.033520
H -34.245440 18.823000 9.430960
C -33.280250 15.371770 -0.119600
C -33.611020 15.532180 1.381980
C -33.863880 14.162800 1.981430
O -34.185610 14.238280 3.377750
C -34.459320 13.095530 4.093780
N -32.470840 16.072160 2.050450
H -32.443420 14.681410 -0.225610
H -32.908500 16.341250 -0.451290
H -34.066290 15.129220 -0.834720
H -34.510760 16.120270 1.562850
H -33.040190 13.478990 1.776340
H -34.754470 13.792370 1.473760
H -34.322360 13.371070 5.139450
H -33.776290 12.281970 3.849480
H -35.493830 12.814780 3.896050
H -31.585730 15.634360 1.838220
H -32.352160 17.034440 1.767550
C -30.542860 21.605730 6.679420
C -31.301920 20.297800 6.694400
C -30.731890 19.429730 7.863970
O -31.590380 18.283260 8.014380
C -31.033640 17.274280 8.855710
N -32.673010 20.684310 6.971260
H -29.513740 21.484590 6.341270
H -30.598030 22.144810 7.625170
H -31.031950 22.265780 5.963030
H -31.233600 19.839380 5.707840
H -30.801990 19.982170 8.800980
H -29.716930 19.096810 7.646900
H -30.748260 17.704530 9.815670
H -30.136760 16.901640 8.360900
H -31.703370 16.434940 9.043000
H -33.005680 21.517230 6.506840
H -32.626250 21.059950 7.907640
C -29.580390 13.749100 4.145040
C -31.066740 14.111770 4.067750
C -31.545440 14.471840 5.531730
O -32.960130 14.443800 5.629760
C -33.414880 14.080210 6.982950
N -31.294150 15.368670 3.299140
H -28.963120 14.616460 4.379060
H -29.293930 13.420170 3.146110
H -29.368460 12.943960 4.848560
H -31.678930 13.224480 3.906340
H -31.337620 15.486080 5.872630
H -31.084730 13.761390 6.218100
H -32.930820 14.627570 7.791760
H -33.187410 13.023690 7.124790
H -34.502880 14.143750 7.000950
H -30.855580 15.295190 2.392290
H -30.953020 16.207360 3.746720
C -29.632870 18.787710 2.538900
C -30.265880 17.690060 1.697640
C -29.963250 16.214930 2.112290
O -30.526470 15.124910 1.334310
C -30.384240 15.349250 -0.050570
N -31.636430 17.896030 1.611290
H -30.131940 19.166550 3.430810
H -29.496760 19.749410 2.044210
H -28.620390 18.465900 2.782630
H -29.667910 17.789750 0.791770
H -30.127340 16.092880 3.182940
H -28.891730 16.028020 2.041470
H -29.541300 15.944760 -0.401160
H -31.266490 15.835890 -0.466420
H -30.215320 14.460180 -0.658120
H -31.851560 18.875070 1.487610
H -31.851470 17.825410 2.595600
C -31.518570 21.426690 3.739820
O -32.267810 20.454910 3.095010
H -31.773200 22.339020 3.200460
H -31.777790 21.307270 4.791790
H -30.492530 21.128350 3.524580
H -32.306910 19.690100 3.673920

Cartesian forces (eV/Å) of the 6 atoms listed first:
2.9719 -2.1616 -2.4123
1.0316 2.4068 -0.2801
0.0370 2.2690 -2.5688
0.8564 -3.6491 3.6173
-3.2187 -3.6404 5.8997
-3.1433 -0.3188 16.9771

F_max = 18.42 eV/A
Kohn-Sham gap = 5.540 eV
charge = +2
HOMO = -11.14 eV

***

# 4
A cluster of 2 separate species, C4H12S2 in total. Source: the OMol25 dataset; level of theory: ωB97M-V with the def2-TZVPD basis set.

Geometry (Å):
C 0.765346 0.402154 -2.244449
C 1.409369 -0.465614 -1.170083
S 3.048270 -0.000453 -0.543119
H -0.176821 -0.087964 -2.485036
H 1.396150 0.495879 -3.125806
H 0.599583 1.410947 -1.865655
H 0.847977 -0.509473 -0.238254
H 1.472901 -1.484328 -1.550389
H 2.889891 1.329409 -0.573217
C -1.998357 1.614120 0.639536
C -2.272781 0.512206 1.666271
S -1.778612 -1.160113 1.118701
H -2.720036 1.585191 -0.171579
H -0.997169 1.479950 0.236931
H -2.045414 2.555794 1.185582
H -1.748149 0.688098 2.601025
H -3.322981 0.370523 1.913732
H -2.952500 -1.674378 0.792010

Cartesian forces (eV/Å) of the 6 atoms listed first:
0.3562 -0.0508 0.6710
-0.0593 -0.0233 0.4482
0.5666 0.0453 -0.4606
-0.1386 0.3154 -0.2444
-0.0041 -0.1899 -0.0833
-0.2308 0.0107 -0.0363

relative energy (zero: lowest compared OMol25 entry of this formula, charge and spin) = 8.98 kcal/mol
F_max = 0.93 eV/A
Kohn-Sham gap = 9.551 eV
HOMO = -8.78 eV
structure (SMILES) = CCS.CCS

***

- Look up the HOMO of the first one.
  -8.64 eV

***

- F_max of number 3 (C22H59Be2N5O9)?
  18.42 eV/A